Record 1
{"formula": "C4H9N3", "method": "wB97M-V/def2-TZVPD", "elements": ["C", "C", "C", "C", "N", "N", "N", "H", "H", "H", "H", "H", "H", "H", "H", "H"], "coordinates": [[0.36307, 1.35232, -1.44980], [-0.31063, 1.00916, 1.53606], [0.00904, -0.99840, -1.52986], [-0.03220, -0.89531, -0.02564], [0.48349, 0.22820, -2.03544], [-0.38573, 0.52687, 0.32804], [-0.46759, 0.13748, 2.48832], [0.76020, 2.27938, -1.28702], [-0.35364, 2.02581, 1.67540], [0.86021, -1.66835, -1.76104], [-0.93072, -1.27409, -1.86560], [-0.73619, -1.64357, 0.47337], [0.94775, -0.99487, 0.45410], [0.97498, 0.13075, -2.95615], [-0.54972, 0.64514, 3.41177], [-0.63232, -0.86053, 2.54349]], "forces_ev_per_angstrom": [[-1.62, -6.62, 3.76], [-1.11, -3.55, -1.48], [2.18, -1.98, 2.55], [-0.41, 0.94, 2.25], [0.52, 4.35, -1.38], [1.43, 0.31, -5.57], [0.13, 2.59, 4.01], [0.79, 2.78, -0.52], [0.29, 2.30, 0.75], [-1.07, -0.43, -0.26], [-1.65, -0.56, -1.51], [0.64, 1.05, -1.05], [0.07, -0.59, -0.38], [-0.42, 0.61, 0.44], [0.08, -1.34, -0.97], [0.15, 0.14, -0.64]], "nbo_charge": [0.5587, 0.3597, -0.2567, -0.2688, -0.4132, -0.3443, -0.6916, 0.2802, 0.2579, 0.2824, 0.2840, 0.2825, 0.2385, 0.5106, 0.4591, 0.4611], "total_charge": 2, "molar_mass_g_mol": 99.14, "homo_ev": -19.4}



Record 2
{"formula": "C4H9N3", "method": "wB97M-V/def2-TZVPD", "elements": ["C", "C", "C", "C", "N", "N", "N", "H", "H", "H", "H", "H", "H", "H", "H", "H"], "coordinates": [[-0.23307, 0.29761, 1.17597], [-1.29025, 3.27497, -0.70905], [-0.36200, 1.26211, -1.60744], [1.31670, -2.80562, 0.58541], [0.10477, -0.81440, 1.03278], [-0.73380, 2.20452, -0.92595], [0.05343, -2.03803, 0.77069], [-1.94449, 3.32665, 0.09066], [-1.05740, 4.18912, -1.14460], [0.10369, 1.04525, 1.78680], [-0.76342, 1.01138, -2.56392], [0.57529, 0.81062, -1.14463], [1.21355, -3.51883, -0.27491], [2.15771, -2.19736, 0.31832], [1.55483, -3.51709, 1.37134], [-0.69554, -2.53090, 1.23852]], "forces_ev_per_angstrom": [[1.05, -2.39, -1.02], [-0.29, 0.57, 1.18], [3.66, -1.68, 0.82], [-0.02, -1.95, -1.94], [-1.46, 1.10, 0.29], [-0.84, 0.65, -1.26], [1.29, -1.65, 0.13], [-1.83, -0.03, 1.44], [0.99, 1.50, -1.15], [0.13, 2.18, 1.72], [-0.66, -0.48, -0.42], [-1.15, 0.02, -1.42], [-0.42, 0.92, 0.43], [0.19, 0.70, 0.26], [-0.26, 0.66, 0.79], [-0.37, -0.10, 0.15]], "nbo_charge": [0.2315, 0.1565, 0.0908, -0.4647, 0.0167, -0.2539, -0.2844, 0.2363, 0.2611, 0.2728, 0.2773, 0.2321, 0.2645, 0.2480, 0.2692, 0.4462], "total_charge": 2, "molar_mass_g_mol": 99.14, "homo_ev": -18.9}



Record 3
{"formula": "C4H9N3", "method": "wB97M-V/def2-TZVPD", "elements": ["C", "C", "C", "C", "N", "N", "N", "H", "H", "H", "H", "H", "H", "H", "H", "H"], "coordinates": [[1.64038, 0.79223, 0.18317], [3.12986, -1.13654, -0.07430], [-0.77849, 0.94706, -0.46353], [-2.63679, -0.43054, 0.24868], [0.53627, 1.37316, -0.20020], [2.24174, -0.29608, 0.07685], [-1.28024, -0.19691, 0.02078], [2.05626, 1.71945, 0.69272], [3.34815, -1.77505, 0.77496], [3.76727, -1.19357, -0.93448], [-1.33233, 1.83108, -0.39780], [-0.85360, 0.71921, -1.53040], [-3.23114, 0.49753, -0.02291], [-3.01306, -1.29177, -0.15505], [-2.83542, -0.57602, 1.47317], [-0.75885, -0.98326, 0.30833]], "forces_ev_per_angstrom": [[0.66, 3.65, 1.55], [1.18, -0.85, 0.88], [2.69, 1.07, -0.77], [-1.78, 4.02, 3.57], [-1.66, -1.30, -1.82], [-0.74, 0.14, -0.32], [-2.22, -2.10, 2.02], [1.20, -1.47, 0.09], [-0.19, -0.63, -0.07], [0.23, 0.17, -0.67], [-1.89, 1.23, 0.41], [0.49, 0.44, -1.25], [0.51, -1.32, 0.21], [-0.76, -2.46, -1.23], [0.67, 0.34, -2.64], [1.62, -0.93, 0.04]], "nbo_charge": [0.2724, 0.1729, -0.1885, -0.4662, -0.1280, -0.3083, -0.1867, 0.3075, 0.2553, 0.2595, 0.3219, 0.3623, 0.2675, 0.2871, 0.3371, 0.4345], "total_charge": 2, "molar_mass_g_mol": 99.14, "homo_ev": [-19.9, -19.8]}



Record 4
{"formula": "C4H9N3", "method": "wB97M-V/def2-TZVPD", "elements": ["C", "C", "C", "C", "N", "N", "N", "H", "H", "H", "H", "H", "H", "H", "H", "H"], "coordinates": [[-1.43762, -0.87054, -0.08009], [0.07705, -0.62305, 1.83032], [0.11829, 0.82464, -0.75253], [0.64398, 1.84309, -1.66340], [-0.79693, -1.19283, 1.04372], [-0.74102, -0.11505, -1.01542], [1.18993, -1.01445, 2.23531], [-2.35220, -1.35639, -0.48698], [0.20136, 0.86514, 0.32161], [1.49162, 1.42738, -2.26402], [1.05719, 2.66579, -1.20100], [-0.09887, 1.99759, -2.45323], [-1.44527, -1.83204, 1.67872], [-1.19017, -0.22030, -2.05062], [1.58904, -0.51820, 2.95105], [1.69361, -1.88078, 1.90656]], "forces_ev_per_angstrom": [[1.39, -1.33, 0.21], [0.31, 2.55, 1.36], [-0.66, 0.25, 0.44], [-0.41, -2.96, -2.01], [-5.28, -2.77, -1.02], [-1.94, 0.48, -4.23], [0.49, -3.44, -2.27], [0.75, 0.20, 1.08], [1.10, 0.54, 0.46], [-0.26, -0.15, 0.45], [0.39, 1.94, 1.16], [0.02, 0.62, 0.19], [1.37, 1.22, -1.33], [1.61, 0.41, 2.81], [1.61, 1.58, 2.24], [-0.48, 0.87, 0.45]], "nbo_charge": [0.2392, 0.3805, 0.3549, -0.7177, -0.4880, -0.4868, -0.5952, 0.2941, 0.2077, 0.3295, 0.2977, 0.2868, 0.5233, 0.4861, 0.4480, 0.4399], "total_charge": 2, "molar_mass_g_mol": 99.14, "homo_ev": [-17.9, -18.0]}



Record 5
{"formula": "C4H9N3", "method": "wB97M-V/def2-TZVPD", "elements": ["C", "C", "C", "C", "N", "N", "N", "H", "H", "H", "H", "H", "H", "H", "H", "H"], "coordinates": [[-1.56884, 0.96137, 0.16114], [0.64144, 2.01670, -0.12548], [-1.16159, -1.23098, -0.19783], [1.28851, -0.95907, 0.32997], [-2.10154, -0.18383, 0.17176], [-0.18533, 0.90163, -0.19151], [0.21076, -0.37621, -0.50562], [-1.84285, 1.86517, 0.62917], [1.73110, 1.76332, -0.16389], [0.23176, 2.86010, 0.25973], [-0.90904, -1.89507, 0.55311], [-1.55525, -1.74280, -0.97657], [0.99944, -0.82950, 1.31604], [1.27442, -2.02127, -0.01472], [2.35315, -0.53209, 0.20476], [0.59384, -0.59747, -1.45005]], "forces_ev_per_angstrom": [[-0.25, -2.81, 0.41], [0.05, -7.96, -0.33], [-0.47, 4.35, 0.80], [2.38, -0.79, -1.10], [0.98, 0.19, 0.27], [3.38, 6.19, -0.46], [0.30, -2.74, -0.82], [-1.08, 1.05, 0.00], [-0.92, 0.87, -0.52], [-1.27, 2.84, 0.69], [0.38, -1.06, 1.95], [-0.57, -1.49, -3.17], [-0.45, -0.17, 2.10], [0.41, 0.67, 0.69], [-1.84, -0.40, -0.32], [-1.04, 1.23, -0.20]], "nbo_charge": [0.2440, 0.2345, -0.0260, -0.4422, -0.2124, -0.1622, -0.2440, 0.2680, 0.2702, 0.2561, 0.2530, 0.2671, 0.2430, 0.2756, 0.2810, 0.4944], "smiles": "C=[N+]1C=NC[N@@H+]1C", "total_charge": 2, "molar_mass_g_mol": 99.14, "homo_ev": -21.1}



Record 6
{"formula": "C4H9N3O", "method": "wB97M-V/def2-TZVPD", "elements": ["C", "C", "C", "C", "H", "H", "H", "H", "H", "H", "H", "H", "H", "N", "N", "N", "O"], "coordinates": [[-2.43777, -1.17225, -0.52608], [-0.78060, 1.41278, -0.03013], [0.07214, 2.36595, -0.02959], [0.78731, -0.34876, 0.50910], [-2.75838, -0.35368, -1.17741], [-3.30345, -1.52017, -0.04687], [-1.89720, -1.91614, -1.06082], [-1.57917, -1.14410, 1.43698], [-1.80140, 1.62573, -0.15418], [-0.23410, 3.40226, -0.20720], [1.11848, 2.23240, 0.07587], [0.83895, -0.86628, 1.43126], [3.59441, -0.89037, -0.73788], [-1.60412, -0.73617, 0.52044], [-0.49691, 0.05255, 0.10008], [1.70906, -0.30377, -0.46016], [2.86490, -0.90052, -0.02776]], "forces_ev_per_angstrom": [[0.57, 0.32, -0.13], [-0.92, -2.00, 0.32], [1.62, 3.38, -0.32], [1.32, -0.25, -4.71], [0.23, -0.02, 0.02], [-1.37, -0.98, 0.30], [-0.17, -0.91, -1.15], [0.01, 0.03, -0.07], [-1.29, -0.02, -0.15], [-0.09, -0.50, 0.14], [0.76, -0.25, 0.08], [0.68, -0.46, 0.91], [-2.24, 0.45, 1.20], [1.33, 2.00, 0.68], [-0.57, -0.06, 0.70], [-2.16, -0.31, 2.61], [2.29, -0.41, -0.43]], "nbo_charge": [-0.3946, 0.0047, -0.4898, 0.1643, 0.1894, 0.2018, 0.1785, 0.3737, 0.1978, 0.2046, 0.2018, 0.1721, 0.4844, -0.4972, -0.3164, -0.0998, -0.5753], "smiles": "C=CN(/C=N/O)NC", "molar_mass_g_mol": 115.14, "homo_ev": -7.8}



Record 7
{"formula": "C4H9N3O", "method": "wB97M-V/def2-TZVPD", "elements": ["C", "C", "C", "C", "N", "N", "N", "O", "H", "H", "H", "H", "H", "H", "H", "H", "H"], "coordinates": [[-2.36958, 0.55902, -1.58743], [-0.88816, 0.04383, 2.57186], [1.50202, -0.71728, 2.75883], [0.57551, 0.15203, -1.17597], [-1.72380, 0.31326, -0.48251], [0.12469, -0.33475, 3.01344], [-0.45834, 0.37553, -0.16840], [-1.99903, 0.28171, 2.39649], [-3.43275, 0.71426, -1.32610], [-1.75212, 0.89459, -2.36019], [2.04100, 0.01804, 3.27155], [1.55861, -1.69286, 3.00983], [1.65429, -0.49587, 1.77762], [0.45572, 0.80736, -1.97371], [1.62095, 0.20690, -0.80219], [0.61280, -0.79416, -1.64515], [-2.19765, 0.17078, 0.33727]], "forces_ev_per_angstrom": [[-1.42, -0.49, 2.03], [0.88, -0.88, 0.45], [-2.95, 3.02, 0.61], [-0.16, 0.52, 1.16], [3.25, 1.12, -2.28], [1.97, -0.59, 0.85], [1.23, -1.71, 1.03], [-3.27, 1.20, -1.11], [0.66, -0.13, -1.28], [0.08, 0.37, -1.51], [1.53, 0.27, 1.31], [1.04, -2.98, 0.90], [0.74, -0.07, -3.07], [0.21, 1.65, -1.70], [-0.94, 0.62, 0.42], [-0.81, -1.69, -0.35], [-2.03, -0.23, 2.55]], "nbo_charge": [-0.3235, 0.8681, -0.3883, -0.4592, -0.1730, -0.5213, -0.4208, -0.5911, 0.2075, 0.1975, 0.2091, 0.2080, 0.2067, 0.1710, 0.2051, 0.1904, 0.4139], "molar_mass_g_mol": 115.14, "homo_ev": -7.7}



Record 8
{"formula": "C4H9N3O", "method": "wB97M-V/def2-TZVPD", "elements": ["C", "C", "C", "C", "H", "H", "H", "H", "H", "H", "H", "H", "H", "N", "N", "N", "O"], "coordinates": [[-2.94807, -0.44859, 0.84857], [-0.72596, -1.02123, 0.23632], [1.50984, 0.42065, -1.10886], [2.04773, 0.60417, 0.25260], [-3.57725, -0.55937, 1.72776], [-2.61387, 0.62069, 0.90768], [-3.42674, -0.67954, -0.07045], [0.11350, -1.75606, 0.37859], [-1.51306, 0.20277, -1.16462], [2.36295, 0.32639, -1.84310], [2.55427, -0.38920, 0.56820], [1.35670, 0.92683, 1.06176], [3.81598, 1.48165, -0.90776], [-1.72256, -1.35077, 0.97226], [-0.64923, -0.01855, -0.64145], [0.38526, 0.04730, -1.55646], [3.03051, 1.59284, 0.33894]], "forces_ev_per_angstrom": [[2.69, 0.33, 1.35], [-0.35, -3.23, 2.40], [0.94, -1.48, -0.98], [0.97, -0.84, 1.97], [-0.18, -0.51, -0.24], [-0.32, -0.64, -0.48], [-0.83, 0.02, -0.76], [-0.22, 1.26, -0.64], [0.58, -0.34, 0.84], [-0.91, 0.50, 0.36], [-1.12, 1.04, -0.43], [-0.15, -0.53, -0.70], [-2.98, 0.40, 4.79], [-1.08, 1.38, -0.28], [-1.14, 1.82, -1.69], [0.78, 0.62, -0.42], [3.32, 0.21, -5.09]], "nbo_charge": [-0.4720, 0.2278, 0.0918, -0.1678, 0.2121, 0.1809, 0.1900, 0.1887, 0.3973, 0.1751, 0.1822, 0.2265, 0.3881, -0.4637, -0.4914, -0.2347, -0.6311], "molar_mass_g_mol": 115.14, "homo_ev": -8.9}